Entry from the OMol25 dataset: a molecular structure, C23H24CsI2N6OS (wB97M-V/def2-TZVPD).

Structure (XYZ):
```
58
Properties=species:S:1:pos:R:3
Cs -0.44 -0.11 0.10
I -0.55 -3.94 7.98
C -0.48 -3.41 5.96
C -1.23 -4.11 5.03
C -1.17 -3.74 3.70
I -2.28 -4.80 2.28
C -0.38 -2.66 3.21
O -0.35 -2.31 1.99
C 0.39 -1.98 4.22
C 1.29 -0.86 3.77
N 0.55 0.29 3.20
C 0.62 1.50 3.98
C -0.10 2.66 3.34
C -0.29 3.84 4.07
C -0.90 4.91 3.46
C -1.32 4.79 2.14
C -1.11 3.59 1.50
N -0.52 2.54 2.09
C 0.33 -2.35 5.55
H -1.85 -4.94 5.33
H 1.98 -1.23 3.01
H 1.89 -0.52 4.62
H -0.42 0.00 3.09
H 1.68 1.78 4.08
H 0.24 1.38 5.02
H 0.05 3.89 5.10
H -1.06 5.84 4.01
H -1.80 5.61 1.62
H -1.41 3.44 0.47
H 0.93 -1.81 6.27
C 0.36 3.25 -6.18
C 0.90 3.61 -4.80
N -0.06 3.43 -3.73
C -0.42 2.20 -3.23
S -1.75 2.22 -2.13
N 0.28 1.19 -3.71
N 0.08 0.00 -3.10
C 0.47 -1.03 -3.76
C 1.04 -0.95 -5.15
C 0.29 -2.36 -3.12
C 0.18 -3.52 -3.90
C -0.03 -4.74 -3.27
C -0.12 -4.78 -1.89
C 0.01 -3.59 -1.19
N 0.22 -2.42 -1.79
H 1.12 3.40 -6.95
H -0.50 3.88 -6.43
H 0.04 2.21 -6.19
H 1.22 4.66 -4.78
H 1.77 2.99 -4.58
H -0.71 4.16 -3.53
H 1.61 -0.03 -5.24
H 0.25 -0.91 -5.90
H 1.69 -1.81 -5.37
H 0.22 -3.46 -4.97
H -0.14 -5.64 -3.86
H -0.29 -5.71 -1.35
H -0.06 -3.56 -0.10
```

The energy relative to the best compared isomer or geometry (same formula, charge and spin) is 0.24 kcal/mol. As for the HOMO-LUMO gap: 6.66 eV. The total energy is -62816.10696 eV. The lowest unoccupied orbital energy comes out at 2.135 eV. As for the net charge: -1. As for the spin multiplicity: 1.

Atomic partial charges in e from the Mulliken method, atoms 1 to 2: 1.037 -0.018